{"formula": "C6H17N2O2PS", "method": "ωB97M-V with the def2-TZVPD basis set", "elements": ["S", "P", "O", "O", "N", "N", "C", "C", "C", "C", "C", "C", "H", "H", "H", "H", "H", "H", "H", "H", "H", "H", "H", "H", "H", "H", "H", "H", "H"], "coordinates": [[1.826109, 1.065919, -2.143463], [0.816123, -0.453532, -1.304560], [0.356502, -1.456791, -2.545139], [1.870890, -1.461682, -0.582009], [-1.600352, 0.648263, 0.959104], [-1.611347, -0.530939, 0.454124], [-2.046395, 1.691518, 0.071054], [-0.542939, -1.002100, -3.523479], [0.633166, 1.330472, 1.712339], [3.013346, -1.965333, -1.260486], [-0.813947, 1.056361, 2.123939], [-0.885235, 0.003860, 3.226214], [1.061171, 0.461641, 1.216166], [-1.912234, -0.320389, 3.379300], [0.697783, 2.176047, 1.031848], [-0.175329, -0.084063, -3.992147], [-0.266822, -0.860581, 2.992455], [-1.529873, -0.815176, -3.091274], [-1.157871, -1.216785, 1.055186], [-1.270549, 1.984100, 2.489651], [-1.250881, 1.941520, -0.636853], [3.639571, -2.443542, -0.505292], [-0.618721, -1.792985, -4.269838], [-2.322054, 2.581895, 0.635095], [-2.901815, 1.323534, -0.493646], [-0.518636, 0.430991, 4.156291], [3.567318, -1.149672, -1.734236], [1.224124, 1.552181, 2.598490], [2.718896, -2.694731, -2.018835]], "atomic_forces_ev_per_a": [[-0.7, -0.3, 0.6], [0.8, -0.3, -1.3], [0.3, 0.0, 1.2], [-0.9, 0.2, 0.3], [-0.3, 0.1, 0.3], [0.5, -0.1, -1.0], [-0.3, 0.2, -0.3], [-0.2, 0.3, -0.3], [-0.2, 0.1, 0.0], [0.3, -0.1, -0.2], [0.4, -0.1, 0.5], [-0.1, 0.2, -0.2], [0.1, 0.0, 0.1], [-0.1, -0.1, 0.1], [0.1, 0.0, -0.1], [0.0, -0.1, 0.0], [0.1, -0.1, 0.0], [0.0, 0.0, 0.0], [0.1, 0.2, 0.3], [0.0, -0.2, -0.1], [0.1, 0.0, 0.0], [-0.1, 0.0, -0.1], [0.0, 0.1, 0.0], [0.0, -0.1, 0.0], [0.0, 0.0, 0.0], [0.1, 0.0, 0.0], [-0.1, -0.1, 0.0], [0.0, 0.0, 0.0], [0.0, 0.1, 0.1]], "e_above_lowest_kj_mol": 192.3, "homo_ev": [-6.98, -7.75], "multiplicity": 1, "mol_weight_g_mol": 212.26, "total_energy_ha": -1238.2794, "total_charge": 0, "largest_force_ha_per_bohr": 0.030}

{"formula": "C27H33BNO", "method": "ωB97M-V with the def2-TZVPD basis set", "elements": ["O", "N", "C", "C", "C", "C", "C", "C", "C", "C", "C", "C", "C", "C", "C", "C", "C", "C", "C", "C", "C", "C", "C", "C", "C", "C", "C", "C", "C", "B", "H", "H", "H", "H", "H", "H", "H", "H", "H", "H", "H", "H", "H", "H", "H", "H", "H", "H", "H", "H", "H", "H", "H", "H", "H", "H", "H", "H", "H", "H", "H", "H", "H"], "coordinates": [[-0.145592, 3.077367, 1.781362], [0.433277, -1.683915, -1.302446], [-3.590419, 1.891672, 2.175755], [1.185293, 2.816147, 2.010208], [1.633556, -4.902278, -3.857165], [-1.668015, -0.992734, -0.004907], [-1.321662, -3.332789, -0.650060], [2.017995, -0.366068, -2.701957], [-5.048204, 3.800083, 2.014135], [-3.934061, 4.647466, 1.936563], [3.906146, 2.338384, 2.354278], [-2.455917, 2.725058, 2.060348], [3.001354, 1.280168, 2.310345], [0.630936, 0.435441, 2.272037], [1.641403, 1.538373, 2.270885], [1.842643, -3.691107, -1.765055], [0.270505, -2.942941, -3.445469], [-1.059023, -1.886800, -1.046056], [-1.104116, 2.185641, 2.146222], [0.659989, -4.009077, -4.266102], [3.393701, 3.629529, 2.282492], [0.470628, 0.888267, -1.244944], [-2.644318, 4.116910, 1.954522], [0.870940, -2.808585, -2.216725], [-4.874170, 2.418209, 2.149856], [0.635511, -0.383053, -2.054641], [-0.731685, 0.948630, 2.572164], [2.064496, 3.886997, 1.982556], [2.219851, -4.751272, -2.608855], [1.400432, -1.971318, -0.116991], [-2.717615, -1.278715, 0.135331], [2.311382, -3.583086, -0.766864], [2.240681, 0.653080, -3.034501], [4.959950, 2.127966, 2.480289], [2.429925, -1.359865, -0.115234], [-0.670901, -3.692513, 0.144920], [0.429627, 1.729143, -1.953283], [2.816308, -0.646771, -2.018921], [3.350687, 0.253675, 2.301380], [-0.116656, -0.409586, -2.846506], [-0.458663, 0.946757, -0.687931], [0.901112, -0.326455, 3.061274], [4.069966, 4.459623, 2.442389], [-3.420027, 0.813457, 2.248155], [-1.772165, 4.775934, 1.867292], [-4.076561, 5.727393, 1.832272], [2.980547, -5.469204, -2.297432], [1.315786, 1.063857, -0.573437], [-6.052816, 4.213273, 1.974455], [-1.481514, 0.252944, 2.926895], [-1.517233, -1.704362, -2.015833], [-5.733254, 1.746300, 2.208328], [-1.699760, 0.049091, -0.307488], [0.683437, -0.057384, 1.287481], [2.083415, -0.998899, -3.588555], [1.915352, -5.708876, -4.525325], [-0.497908, -2.230768, -3.759458], [-1.268441, -4.036356, -1.486366], [-2.341588, -3.403674, -0.261291], [0.174899, -4.099137, -5.227677], [-1.169554, -1.105986, 0.956164], [1.693638, 4.883363, 1.789780], [0.936450, -2.486599, 0.817373]], "atomic_forces_ev_per_a": [[0.1, 0.7, -0.5], [0.4, -0.9, -0.2], [0.7, 0.0, -0.2], [0.0, 0.1, 0.2], [-0.1, 0.1, 0.1], [-0.5, 0.5, 0.2], [-0.6, -0.6, -0.1], [0.2, 0.3, -0.6], [0.3, 0.0, 0.1], [-0.2, -0.2, -0.2], [-0.7, -0.4, 0.2], [-1.0, 0.7, 0.5], [0.4, 0.4, 0.1], [0.6, -0.9, 1.5], [-0.3, -0.4, -0.7], [0.0, -0.3, -0.4], [-0.1, -0.4, -0.6], [-0.3, -1.1, 0.2], [1.0, -1.7, 0.8], [-0.5, 0.9, 0.2], [0.6, 0.4, -0.3], [-0.2, 0.5, 0.1], [0.0, -0.2, -0.1], [0.0, 0.2, 0.4], [0.1, 0.1, -0.1], [0.9, 0.5, -0.5], [-0.9, 0.9, -1.1], [0.0, -0.3, 0.4], [0.3, 0.0, 0.5], [-0.5, 1.9, 0.0], [0.3, -0.1, -0.1], [-0.1, -0.2, -0.5], [-0.1, -0.1, 0.1], [0.0, 0.2, 0.0], [-0.3, -0.5, 0.0], [0.1, 0.1, 0.0], [0.2, -0.3, 0.1], [0.0, 0.0, 0.1], [0.0, 0.0, 0.3], [0.0, 0.0, 0.1], [0.5, 0.2, 0.0], [-0.1, 0.6, -0.9], [0.0, 0.1, -0.3], [-0.3, 0.4, 0.0], [-0.5, -0.3, 0.1], [0.1, -0.4, 0.1], [-0.2, 0.3, 0.1], [0.0, 0.0, 0.0], [0.2, 0.0, 0.0], [0.0, 0.2, 0.1], [-0.1, 0.1, 0.0], [0.2, 0.3, 0.0], [-0.1, -0.2, 0.3], [-0.2, -0.3, 0.0], [0.0, 0.0, 0.2], [0.1, 0.0, 0.2], [0.3, -0.4, -0.1], [0.1, 0.2, 0.1], [0.1, 0.0, -0.1], [0.1, -0.1, -0.1], [0.0, 0.1, 0.0], [0.0, 0.1, 0.1], [0.1, -0.5, 0.2]], "homo_ev": -10.36, "multiplicity": 1, "mol_weight_g_mol": 398.38, "total_energy_ha": -1203.2083, "total_charge": 1, "largest_force_ha_per_bohr": 0.041}

{"formula": "C6H11ClSi", "method": "ωB97M-V with the def2-TZVPD basis set", "elements": ["Cl", "Si", "C", "C", "C", "C", "C", "C", "H", "H", "H", "H", "H", "H", "H", "H", "H", "H", "H"], "coordinates": [[-1.907058, 1.571058, 0.769729], [0.679542, 0.687820, -0.638471], [1.489258, -0.247389, 0.744151], [1.092403, 2.550271, -0.076944], [-3.036725, -1.208121, -0.464601], [-1.803660, -0.746936, -0.821169], [-1.153773, 0.404176, -0.334311], [1.530685, -1.729750, 0.751047], [2.479451, -2.143123, 0.998551], [0.765594, 2.773570, 0.973159], [2.291664, 2.526524, 0.007184], [-1.146241, -1.256947, -1.533696], [-3.493373, -0.723598, 0.286047], [0.959869, 3.360230, -0.865288], [1.653192, 0.357019, 1.677530], [0.821059, 0.122984, -1.916019], [-3.517816, -2.124231, -0.897026], [1.356061, -2.003657, -0.187843], [0.939873, -2.169892, 1.527963]], "atomic_forces_ev_per_a": [[-0.1, -0.9, -0.5], [-0.6, 2.3, 3.3], [-0.1, 0.9, 0.5], [3.0, -0.5, -1.2], [1.3, -2.4, -2.8], [0.3, 0.4, 0.1], [0.1, 0.4, 0.2], [1.1, 1.9, 3.2], [1.4, 0.0, 0.2], [-0.1, -0.1, -1.3], [-2.4, -0.1, -0.1], [-0.5, -0.2, 0.0], [-1.9, 1.6, 2.5], [-0.4, -0.9, 1.3], [-0.1, -0.9, -0.8], [0.7, -0.4, -1.6], [0.7, 1.1, 0.4], [-1.3, -1.9, -3.7], [-1.1, -0.3, 0.1]], "e_above_lowest_kj_mol": 392.3, "homo_ev": [-7.72, -8.14], "multiplicity": 1, "mol_weight_g_mol": 146.69, "total_energy_ha": -984.7491, "total_charge": 0, "largest_force_ha_per_bohr": 0.085}

{"formula": "C3H4ClO2", "method": "ωB97M-V with the def2-TZVPD basis set", "elements": ["Cl", "O", "O", "C", "C", "C", "H", "H", "H", "H"], "coordinates": [[-1.947315, -0.275359, 0.944730], [0.043116, -0.481123, -2.049414], [-0.793272, 1.566118, -1.803890], [-0.399382, 0.326869, 0.231339], [-0.428347, 0.450128, -1.323968], [0.724503, -0.568371, 0.757581], [0.822506, -0.445069, 1.827640], [-0.209119, 1.311496, 0.594276], [0.523137, -1.607498, 0.550685], [1.664172, -0.277192, 0.271021]], "atomic_forces_ev_per_a": [[-0.1, 0.2, -0.1], [-0.5, 0.2, 1.8], [-0.1, -0.7, 1.5], [0.9, -1.0, -0.4], [0.6, 0.5, -2.8], [-0.1, 0.4, -0.5], [0.0, 0.1, 0.4], [-0.4, 0.8, 0.4], [0.0, -0.3, -0.2], [-0.2, -0.1, 0.1]], "homo_ev": -4.02, "multiplicity": 1, "mol_weight_g_mol": 107.52, "total_energy_ha": -727.4545, "total_charge": -1, "largest_force_ha_per_bohr": 0.057, "smiles": "C[C@H](Cl)C(=O)[O-]"}